34
Properties=species:S:1:pos:R:3 method="wB97M-V/def2-TZVPD" e_homo_ev=-11.79 total_charge=+1 energy_ev=-18780.2856 e_above_lowest_kj_mol=471.03
C 2.73119 0.39713 -0.17514
C -2.65430 0.65106 0.03976
C -2.17248 -0.69878 0.69834
C -1.97393 1.14050 -1.18040
C -0.08934 0.78805 1.43987
C 0.09993 -0.46018 -1.35050
C 1.64125 -1.71529 0.26662
C -0.64541 -0.73580 1.07184
C -0.39082 1.02952 -1.05022
C -0.01818 1.65857 0.24292
C 0.21148 -1.35297 -0.08520
N 2.72783 -0.81559 0.35006
N 3.87984 0.96606 -0.22823
O 0.16050 2.90273 0.46486
O -0.44214 -2.47780 -0.55553
H -3.74396 0.34028 -0.11333
H -2.77406 1.44588 0.71170
H -2.76710 -0.76876 1.62747
H -2.33552 -1.48812 -0.06012
H -2.24409 0.53852 -2.08942
H -2.24127 2.11981 -1.31480
H -0.88527 1.16567 2.19386
H 0.81154 0.69422 1.99917
H -0.72270 -1.01720 -1.93576
H 1.06110 -0.28428 -2.01948
H 1.78219 -2.34538 1.09004
H 1.88484 -2.46310 -0.61201
H -0.32543 -1.52425 1.89811
H 0.16514 1.50284 -1.89820
H 3.57644 -1.26828 0.85468
H 4.10100 1.84297 -0.74104
H 4.74998 0.37418 -0.29164
H 0.26385 3.51138 -0.30642
H -0.59977 -3.16489 0.21140

***

19
Properties=species:S:1:pos:R:3 method="wB97M-V/def2-TZVPD" e_homo_ev=-8.25 total_charge=0 energy_ev=-12881.4925 e_above_lowest_kj_mol=429.55 smiles="N#C/C=N/N1CCOCC1"
N 3.99434 -2.24647 -2.06890
C 3.02932 -1.69401 -1.64734
C 1.95795 -0.86690 -1.10430
N 0.86489 -1.45330 -0.66865
N -0.02949 -0.60247 -0.09774
C -1.25006 -0.10001 -0.83329
C -1.58055 1.34170 -0.45462
O -1.83088 1.29434 0.91946
C -0.59933 0.96912 1.71399
C -0.09740 -0.35976 1.30898
H 2.16242 0.15224 -0.71699
H -2.13191 -0.84031 -0.63630
H -1.00955 -0.15641 -1.93394
H -0.67067 1.96042 -0.78293
H -2.48379 1.61426 -1.08261
H 0.17131 1.71436 1.64069
H -0.85086 0.88277 2.72786
H -0.56378 -1.16096 1.91606
H 0.91805 -0.44861 1.80058

***

6
Properties=species:S:1:pos:R:3 method="wB97M-V/def2-TZVPD" e_homo_ev=-9.69 total_charge=0 energy_ev=-5742.7220 e_above_lowest_kj_mol=83.77
N -0.64986 -0.07018 -0.31123
N 0.37285 0.61489 -0.02299
F 1.72696 -0.36325 0.06980
H -0.53849 -0.49896 -1.23926
H -1.31196 -0.65000 0.38438
H 0.40050 0.96749 1.11930

***

13
Properties=species:S:1:pos:R:3 method="wB97M-V/def2-TZVPD" e_homo_ev=-14.54 total_charge=+1 energy_ev=-16326.7614 e_above_lowest_kj_mol=284.59
C 0.79613 0.21198 -1.63562
C -0.12571 1.40705 -0.21258
C -0.57193 0.20425 -1.01793
N 1.14031 1.31867 -0.96790
N -0.35291 -1.60053 0.19077
O 1.40695 -0.61298 -2.26967
I -2.19732 -0.11835 -2.16815
H -0.56644 2.47305 -0.24240
H -0.16413 1.32552 0.88272
H 1.81670 2.05117 -1.16788
H 0.28620 -1.53745 0.98301
H 0.23288 -1.99356 -0.51556
H -1.29031 -1.92668 0.03801

***

43
Properties=species:S:1:pos:R:3 method="wB97M-V/def2-TZVPD" e_homo_ev=-4.22 total_charge=-1 energy_ev=-34345.5245 e_above_lowest_kj_mol=98.94
C 0.10786 0.63561 0.82086
N 0.16797 1.55291 -0.34690
C 0.90713 0.90520 -1.47384
C 0.30813 -0.28565 -2.12413
S -1.33499 0.17679 -2.93024
C -0.15105 1.46913 2.08659
C -1.09312 2.62480 2.06422
H 1.09808 0.23055 0.95456
H -0.69299 -0.09213 0.73303
H -0.82381 1.79231 -0.47056
H 1.93621 0.98839 -1.09731
H 0.79705 1.75538 -2.19655
H 0.83801 -0.84640 -2.90466
H -0.16560 -0.95394 -1.39782
H 0.75807 1.77543 2.63238
H -0.60402 0.69651 2.72313
H -0.91168 3.51831 1.41673
H -2.16551 2.55055 1.80170
H -1.06993 3.11770 3.03826
H -3.64754 -1.62525 0.53430
H -2.41045 -2.29628 0.04375
O -2.91497 -2.15979 0.87112
H 3.22174 0.87997 0.08185
H 3.08211 -0.50006 0.70208
O 3.74580 0.16583 0.45035
H -0.93035 -3.01934 0.40098
H -1.20039 -3.62993 1.75517
O -0.66135 -3.74250 0.96613
H -1.91446 -3.41573 -2.02292
H -1.89829 -1.83858 -2.21418
O -1.98897 -2.58263 -1.55388
H 0.81053 -2.95705 1.78674
H 2.06752 -3.20202 2.76434
O 1.71438 -2.67765 2.05112
H 1.23674 3.58620 -0.71123
H 1.55716 3.07475 0.73172
O 1.85649 3.65470 0.02395
H -0.97340 2.89977 -2.09940
H -2.19602 2.05999 -2.39919
O -1.92597 2.97822 -2.11065
H 2.17099 -1.72179 -1.23672
H 1.20318 -2.86416 -0.91439
O 2.08969 -2.67816 -1.23045

***

| no. | lowest unoccupied orbital energy (eV) | frontier orbital gap (eV) |
| --- | --- | --- |
| 1 | -4.178 | 7.61 |
| 2 | -0.580 | 7.67 |
| 3 | 0.727 | 10.42 |
| 4 | -6.071 | 8.47 |
| 5 | 2.708 | 6.93 |